Entry 1:
Molecular formula: C4H8NO
Method: DFT, wB97M-V/def2-TZVPD

Values from the calculation:
charge: +1
electronic energy: -7799.678 eV
E_LUMO (alpha / beta): -6.026 / -7.658 eV
ΔE to the lowest compared entry with this formula, charge and spin: 8.4250 eV
frontier orbital gap (alpha / beta): 8.94 / 6.55 eV

Geometry as XYZ:
```
14
Properties=species:S:1:pos:R:3:forces:R:3
C -0.0922 0.0169 -0.5098 0.438 -0.663 1.474
C 0.9705 -0.6105 -1.3225 4.088 0.165 -3.541
C -0.3275 -2.4695 0.1076 -1.190 -2.702 -2.186
C -0.2682 2.8376 1.0113 -1.948 1.853 -0.757
N 0.1365 -1.2199 -0.3437 -1.679 1.338 0.940
O -0.5810 1.6293 1.2675 -0.075 -2.009 -0.900
H 0.8558 -0.7787 -2.4373 -0.736 0.074 1.371
H 2.1213 -0.6069 -1.1804 -2.049 0.390 0.644
H 0.3885 -3.2691 0.1509 1.085 0.221 -0.267
H -1.0898 -2.8772 -0.6181 0.715 0.689 0.332
H -0.8172 -2.5540 1.0176 -0.806 1.120 1.997
H -1.0414 3.4077 0.2301 1.618 -1.072 0.656
H 0.8033 3.0991 0.9525 -0.720 0.495 0.083
H -1.0587 3.3953 1.6743 1.259 0.101 0.153
```
Positions in Å, forces in eV/Å.

=====

Entry 2:
Molecular formula: C44H82O23
Method: DFT, wB97M-V/def2-TZVPD

Values from the calculation:
charge: 0
electronic energy: -94042.134 eV
E_LUMO: 0.193 eV
ΔE to the lowest compared entry with this formula, charge and spin: 2.8282 eV
structure (SMILES): COC(=O)OC.COC(=O)OC.COC(=O)OC.COC(=O)OC.O=C1CCCO1.O=C1CCCO1.O=C1CCCO1.C1CCOC1.C1CCOC1.C1CCOC1.C1CCOC1.C1CCOC1
frontier orbital gap: 9.23 eV

Geometry as XYZ:
```
149
Properties=species:S:1:pos:R:3:forces:R:3
C 0.4608 3.9820 -0.8310 -0.880 -0.534 -0.433
O -0.3534 5.1842 -0.8929 0.828 0.705 0.631
C -1.4892 5.2385 -1.5475 -1.970 -2.815 -2.341
O -1.9979 4.3058 -2.1912 1.207 1.191 1.074
O -2.0845 6.4181 -1.4797 0.077 0.662 -0.216
C -3.2627 6.6491 -2.3111 -0.420 0.741 0.491
H 0.5402 3.6869 0.2153 0.107 0.229 -0.037
H 1.4428 4.1212 -1.2831 -0.161 0.559 0.223
H -0.0035 3.1568 -1.3710 -0.230 0.150 0.034
H -4.1561 6.1254 -1.9710 0.410 -0.447 0.202
H -3.1813 6.5310 -3.3916 0.786 -0.568 0.196
H -3.4848 7.7069 -2.1704 0.249 -0.001 0.215
C -1.8514 -2.4746 2.8642 -0.940 2.858 -0.899
O -1.1312 -2.8521 4.0311 -0.757 -0.257 -1.330
C -0.2500 -1.9911 4.5491 -0.602 1.167 -0.337
O -0.0949 -0.7911 4.2933 0.071 -2.509 0.421
O 0.3309 -2.7568 5.4470 0.321 -1.631 1.144
C 1.4634 -2.3572 6.1887 -0.226 2.852 -0.620
H -2.3669 -3.1815 2.2140 0.949 -1.161 0.685
H -1.2824 -1.7775 2.2492 0.741 -0.553 -0.252
H -2.6764 -1.7929 3.0709 -0.239 -0.292 0.944
H 1.9702 -3.0689 6.8403 -0.505 -0.641 -0.827
H 1.1289 -1.5407 6.8287 0.191 0.122 0.270
H 2.0529 -1.8819 5.4047 1.091 -0.164 0.593
C -2.0826 0.3151 0.0490 -3.063 2.054 -0.396
O -1.2378 -0.7049 -0.2459 1.744 -1.160 0.868
C -0.0762 -0.4336 -0.8060 0.641 0.691 -1.495
O 0.3418 0.6545 -1.1758 -0.515 -1.069 0.795
O 0.4946 -1.6115 -0.9943 0.396 0.010 -0.056
C 1.4375 -1.8130 -2.0275 1.781 -0.854 -0.794
H -1.7519 1.3355 0.2428 1.029 -0.343 0.114
H -2.7528 0.0415 0.8639 0.195 -0.254 0.009
H -2.6930 0.4144 -0.8487 -0.550 0.317 0.047
H 1.0191 -2.1089 -2.9895 -0.642 0.166 0.174
H 2.0643 -2.6519 -1.7251 -0.332 -0.124 0.079
H 2.1994 -1.0724 -2.2707 -0.522 0.894 0.592
C -0.2829 -5.9620 1.8500 -0.445 -1.135 1.659
O -0.0611 -5.3117 0.6819 -0.381 2.224 -3.885
C -1.1041 -4.9045 -0.1469 -0.275 -0.509 0.903
O -2.2802 -5.1237 -0.0706 -0.094 -1.008 1.264
O -0.6278 -4.1768 -1.1103 1.188 1.219 -1.234
C -1.3359 -4.0887 -2.3657 0.457 -1.309 -1.254
H 0.6714 -6.3651 2.1890 0.126 0.056 -0.125
H -0.9289 -6.8217 1.6722 -0.438 0.163 0.509
H -0.6036 -5.2459 2.6067 -0.517 -0.356 0.233
H -1.0555 -5.0063 -2.8830 0.200 -0.079 -0.222
H -0.9559 -3.2841 -2.9954 0.266 0.216 0.734
H -2.4180 -4.1131 -2.4948 -0.144 0.422 1.477
O 5.8887 2.4234 1.2019 -4.560 -4.207 1.886
C 4.9525 1.5691 1.5168 3.913 4.283 -0.103
C 4.3209 1.2360 2.8917 0.450 -0.920 -0.511
C 3.3976 -0.0014 2.6182 0.852 0.975 -0.567
C 3.3144 0.0408 1.0381 -1.361 -0.972 1.232
O 4.3449 0.8718 0.6013 0.594 0.241 -1.516
H 5.0988 0.9140 3.5841 0.073 0.587 0.056
H 3.7724 2.0961 3.2756 0.189 0.003 -0.019
H 3.8804 -0.9099 2.9785 0.139 -0.016 -0.239
H 2.5009 0.1081 3.2282 -0.430 -0.102 -0.705
H 3.4491 -0.9111 0.5243 0.090 -0.207 0.343
H 2.3606 0.4262 0.6776 -0.038 0.276 0.063
O -3.6544 4.3502 2.2775 3.775 -1.879 1.112
C -2.5290 3.9529 2.6801 -3.507 1.745 -1.319
C -1.5959 4.7173 3.5427 -0.380 -0.263 0.159
C -0.2820 3.9106 3.5087 -0.636 2.098 0.381
C -0.7182 2.5805 2.9317 2.058 0.382 0.203
O -2.0095 2.7509 2.4508 -1.877 -0.916 -1.009
H -1.6040 5.7448 3.1790 0.304 -0.022 0.450
H -2.1280 4.6089 4.4878 0.274 0.576 0.445
H 0.3519 4.4905 2.8379 0.436 -0.429 0.021
H 0.1611 3.8946 4.5045 0.145 -0.299 -0.219
H -0.0683 2.4109 2.0732 -0.071 -0.736 0.018
H -0.6208 1.7933 3.6794 -0.398 -0.291 -0.288
O -0.3973 0.5749 -7.3824 -2.294 0.388 3.411
C -1.0513 0.6885 -6.3253 2.685 -0.751 -3.111
C -2.4728 1.1566 -6.0989 0.961 -0.866 0.459
C -2.3890 1.4710 -4.6132 -1.275 0.556 1.003
C -1.1250 0.7706 -3.9970 -2.248 1.452 -0.165
O -0.4672 0.2944 -5.1286 0.716 -0.111 -1.332
H -2.8741 1.8767 -6.8119 0.584 0.321 0.299
H -3.0992 0.2774 -6.2493 0.030 -0.249 0.018
H -2.2637 2.5313 -4.3939 -0.213 0.080 -0.298
H -3.3450 1.1796 -4.1782 0.190 -0.015 0.486
H -0.6429 1.5886 -3.4617 0.911 -0.292 -0.263
H -1.3163 0.0177 -3.2324 -0.110 -0.460 -0.485
C -4.2468 -0.0083 6.1334 -0.961 1.295 0.246
C -3.1242 0.6314 5.2594 -0.538 -0.114 1.101
C -3.5151 0.4012 3.7901 -1.703 0.690 3.657
O -4.5646 -0.6006 3.9331 -0.418 -1.243 -1.820
C -5.3167 -0.6201 5.1956 3.613 0.598 -0.035
H -4.8213 0.7280 6.6955 0.518 0.190 0.515
H -3.7491 -0.6898 6.8233 -0.529 -0.210 -0.047
H -2.2862 0.1124 5.7245 0.819 0.364 -1.184
H -3.0181 1.7123 5.3521 0.116 -0.001 0.662
H -2.5702 0.2932 3.2576 -0.746 -1.159 -0.819
H -4.0140 1.3378 3.5410 0.134 -0.053 -0.810
H -5.4786 -1.6464 5.5252 -0.340 -0.047 -0.702
H -6.2196 -0.0115 5.2460 -0.037 -0.112 -0.729
C 5.9360 -3.4891 -3.4145 0.455 -0.321 0.727
C 5.2325 -4.5284 -4.3202 1.932 0.606 0.201
C 3.8278 -4.1555 -4.0508 -1.717 0.031 -2.096
O 3.8181 -2.7241 -3.9962 -1.400 -1.554 -0.577
C 4.8616 -2.4299 -3.1336 0.338 1.509 0.341
H 6.8217 -3.0191 -3.8418 0.077 -0.337 0.042
H 6.1694 -4.0505 -2.5098 0.414 0.490 0.267
H 5.5244 -5.5673 -4.1669 -0.199 0.029 0.657
H 5.5614 -4.3637 -5.3462 -0.646 0.304 -0.257
H 3.3304 -4.5959 -3.1866 0.353 -0.081 0.346
H 3.2946 -4.4640 -4.9501 -0.773 0.208 0.174
H 4.4998 -2.3553 -2.1081 0.106 -0.756 0.449
H 5.0509 -1.3784 -3.3496 0.958 -0.026 -0.166
C 2.5268 2.2769 -4.5956 -0.221 -0.608 -2.774
C 3.1066 3.1382 -3.5505 0.347 0.700 1.763
C 3.2952 2.1787 -2.4072 0.577 -2.055 -0.415
O 3.5894 0.9363 -3.0851 1.154 -2.043 -1.250
C 2.7358 0.7848 -4.2511 -1.576 1.874 1.398
H 3.1963 2.3065 -5.4552 -0.499 0.910 -0.498
H 1.5268 2.6044 -4.8796 -0.067 -0.446 -0.175
H 2.5326 3.9964 -3.2010 -0.278 0.086 -0.475
H 4.0808 3.5076 -3.8707 0.043 0.063 0.254
H 2.4551 1.7785 -1.8397 -0.644 1.566 0.529
H 4.1613 2.4060 -1.7856 -0.184 -0.102 0.180
H 1.7788 0.2989 -4.0608 -0.161 0.028 0.952
H 3.0093 0.2231 -5.1443 1.527 -0.056 0.501
C -5.8003 4.0547 -0.2567 0.588 0.505 -0.256
C -5.0316 3.2513 -1.3528 -0.937 0.473 0.005
C -6.0705 2.1437 -1.5160 1.871 0.149 -1.106
O -6.6195 1.9526 -0.2905 -2.337 -1.575 2.074
C -6.2921 2.9511 0.6705 1.634 0.094 -1.567
H -6.6784 4.4842 -0.7389 0.002 0.369 -0.019
H -5.2084 4.8209 0.2441 -0.080 -0.020 -0.014
H -4.0329 2.9141 -1.0757 -0.146 -0.094 0.392
H -4.9118 3.7398 -2.3198 0.027 0.447 0.181
H -5.5699 1.2255 -1.8232 -0.216 -0.276 -0.305
H -6.8100 2.4415 -2.2593 -0.219 -0.071 -0.172
H -5.3965 2.5779 1.1673 -0.267 0.095 0.911
H -7.1298 3.1875 1.3266 0.110 -0.136 -0.134
C 4.3354 -4.1088 2.3591 0.396 -0.610 -0.697
C 2.8663 -3.9009 1.9053 0.557 -0.879 0.151
C 2.8994 -4.2775 0.4329 0.448 0.139 -0.273
O 4.2584 -4.0678 0.0276 -0.665 0.204 -1.393
C 5.1309 -4.5004 1.0178 -0.711 1.591 1.793
H 4.4805 -4.9159 3.0771 -0.208 0.202 0.232
H 4.5990 -3.1481 2.8015 0.838 -0.270 -0.049
H 2.6198 -2.8529 2.0758 -0.393 -0.135 -0.148
H 2.2028 -4.5725 2.4501 -0.203 0.342 0.080
H 2.2435 -3.6701 -0.1908 0.185 -0.042 0.110
H 2.6387 -5.3185 0.2417 -0.118 -0.205 0.252
H 6.0390 -3.9069 0.9115 0.111 -0.133 0.044
H 5.3955 -5.5562 0.9606 -0.286 -0.238 0.053
```
Positions in Å, forces in eV/Å.

=====

Entry 3:
Molecular formula: C2H4NOP
Method: DFT, wB97M-V/def2-TZVPD

Values from the calculation:
charge: 0
electronic energy: -14957.900 eV
⟨S²⟩: 2.008
E_LUMO (alpha / beta): 0.814 / -3.704 eV
ΔE to the lowest compared entry with this formula, charge and spin: 3.5036 eV
2S+1: 3
frontier orbital gap (alpha / beta): 5.78 / 6.05 eV

Geometry as XYZ:
```
9
Properties=species:S:1:pos:R:3:forces:R:3
C 0.3002 -0.9171 0.0963 1.054 3.475 -0.185
C 0.6619 0.4815 -0.3868 0.204 -3.005 -3.314
N -0.9417 -1.2561 0.1112 -1.966 0.092 -0.227
O -1.6463 -0.1236 -0.2532 -1.920 -2.061 -1.386
P -0.9330 1.2912 0.1683 1.223 1.413 2.590
H 0.9833 -1.6468 0.2868 2.014 -1.708 1.215
H 1.5734 0.9757 -0.0392 -0.236 -0.363 -0.178
H 0.6196 0.2236 -1.5332 0.160 1.561 1.768
H -0.6172 0.9716 1.5498 -0.532 0.595 -0.283
```
Positions in Å, forces in eV/Å.

=====

Entry 4:
Molecular formula: C36H72O18
Method: DFT, wB97M-V/def2-TZVPD

Values from the calculation:
charge: 0
electronic energy: -75340.448 eV
E_LUMO: 0.320 eV
ΔE to the lowest compared entry with this formula, charge and spin: 16.7226 eV
structure (SMILES): CCOC(C)=O.CCOC(C)=O.CCOC(C)=O.CCOC(C)=O.CCOC(C)=O.CCOC(C)=O.CCOC(C)=O.CCOC(C)=O.CCOC(C)=O
frontier orbital gap: 10.27 eV

Geometry as XYZ:
```
126
Properties=species:S:1:pos:R:3:forces:R:3
C 1.7488 -1.1178 1.1235 0.449 -4.695 1.106
C 1.2268 -0.7082 -0.2044 0.706 5.172 2.340
O -0.1106 -0.0900 0.1133 1.478 -0.231 -1.317
C -0.9230 0.2938 -0.8772 -2.173 0.887 -2.046
C -2.3705 0.5964 -0.4067 2.827 -3.436 -4.007
O -0.7621 0.3198 -2.0914 1.863 -0.471 1.250
H 2.7389 -1.8143 0.9934 -2.087 2.238 0.567
H 0.9987 -1.8609 1.6871 1.379 1.203 -1.748
H 1.7323 -0.3881 1.8670 1.082 1.693 0.933
H 1.9788 -0.0669 -0.7982 -1.695 -0.481 1.042
H 1.1101 -1.5626 -0.6472 -1.299 -4.559 -3.496
H -2.6905 1.5202 -0.6637 -0.955 2.741 -1.266
H -2.1938 0.5647 0.5528 -0.849 -0.778 5.530
H -2.8320 -0.2397 -0.9903 -0.513 0.870 1.363
C 6.1449 -1.8366 1.6372 -12.111 -2.864 -2.373
C 5.8747 -3.2760 1.4002 0.693 -1.574 2.155
O 4.5232 -3.5554 1.1337 -2.043 1.717 -1.444
C 4.0712 -4.7868 0.8991 8.657 -3.199 3.733
C 2.7534 -4.8438 0.4364 -0.899 -5.456 0.753
O 4.9303 -5.7760 1.1617 -4.885 4.117 -1.702
H 5.4960 -1.4190 2.4093 -0.823 -0.161 0.120
H 5.8227 -1.3002 0.7243 -0.020 -0.233 0.193
H 6.8754 -1.3912 1.8921 11.124 4.119 3.013
H 6.4950 -3.3982 0.6017 1.175 -1.556 -2.910
H 6.0898 -4.1056 2.0741 0.986 0.814 0.796
H 2.8803 -5.6816 -0.2406 -0.372 0.102 -1.171
H 2.3926 -4.0145 0.0171 -1.597 3.106 -1.392
H 2.1095 -5.4302 1.1193 0.035 1.060 0.264
C 3.1803 2.5074 2.8142 2.361 0.095 1.382
C 1.7548 2.5411 2.5511 -4.093 0.537 2.922
O 1.4922 2.8834 1.1977 -1.581 1.350 -0.674
C 0.1919 3.2029 0.7924 -1.626 -2.100 -0.635
C 0.1276 3.5977 -0.6567 -2.677 4.046 1.363
O -0.8583 2.9974 1.3765 2.028 0.507 0.713
H 3.7055 3.5123 2.7609 -0.640 -1.275 0.513
H 3.5387 1.9368 2.0249 1.213 -0.836 -2.001
H 3.5280 1.7844 3.6505 -0.951 1.854 -0.631
H 1.2789 1.5807 2.7661 0.234 -0.312 -0.299
H 1.1382 3.1726 3.3397 1.201 -0.472 -1.865
H 0.3218 4.6913 -0.6765 0.117 -0.186 0.295
H -0.7595 3.6119 -1.3397 0.085 -0.979 1.549
H 0.8933 3.2738 -1.1638 4.269 -2.237 -2.731
C 2.3342 -4.0756 4.1904 1.739 -3.577 6.450
C 3.8690 -4.1355 4.5276 -0.503 -3.524 -1.032
O 4.3743 -2.8892 4.8026 2.955 1.618 -0.624
C 5.8033 -2.7274 4.9496 -1.211 -3.384 0.252
C 6.0222 -1.3741 5.4311 1.558 0.090 -4.441
O 6.6298 -3.6314 4.8417 -2.332 2.149 -0.113
H 1.9676 -3.8172 5.2921 0.015 -0.282 -2.319
H 1.9439 -5.1585 4.0631 0.422 2.238 -0.768
H 2.2067 -3.2343 3.6621 -1.350 2.379 -2.908
H 4.0009 -4.7043 5.4088 -0.354 -0.689 1.529
H 4.4533 -4.8746 3.8923 -0.235 1.807 -0.493
H 6.8529 -0.9772 4.8285 -0.275 0.153 -0.115
H 6.4231 -1.3649 6.3288 1.600 -0.263 4.674
H 5.2103 -0.7536 5.3591 -2.027 1.324 -0.164
C -9.6836 2.1316 -0.7893 1.789 6.128 1.136
C -8.3055 1.5749 -0.9010 -2.026 -3.943 5.310
O -7.4225 2.5276 -1.0438 5.369 2.323 -2.009
C -6.0561 2.1141 -1.2109 -0.819 1.552 -1.369
C -5.2268 3.2611 -1.8367 0.701 2.151 2.171
O -5.5628 1.0315 -1.0168 -1.565 0.960 0.162
H -9.6831 3.0753 -0.0051 0.068 -2.383 -1.642
H -10.4103 1.5208 -0.4873 -2.560 -2.873 1.325
H -10.0582 2.6322 -1.6847 0.393 -0.232 -0.383
H -7.9385 1.0825 0.2295 -1.658 0.326 -3.080
H -8.3767 0.8328 -1.6650 0.852 -0.848 -0.631
H -4.3382 3.1825 -1.1570 0.145 -0.215 -1.486
H -5.4320 4.4118 -1.5881 -0.728 -2.672 -0.672
H -5.0505 3.1820 -2.9369 0.082 -0.285 1.148
C -4.1408 3.0247 -8.6124 0.639 -2.359 1.900
C -4.0351 3.4462 -7.1244 -1.896 2.345 -1.752
O -3.2967 2.5701 -6.3064 -0.115 0.371 -0.909
C -2.9234 3.0148 -5.1278 0.296 2.565 3.025
C -2.0367 2.0769 -4.4141 -0.114 -4.653 -0.991
O -3.1220 4.1412 -4.6313 -0.394 -2.129 -1.842
H -3.3547 3.1251 -9.3713 0.528 -0.016 0.962
H -4.8975 3.6817 -8.9493 -1.444 -0.051 -0.642
H -4.3746 1.9335 -8.4211 -0.408 1.016 -1.489
H -3.7616 4.5263 -7.2022 0.649 -0.833 1.236
H -5.1257 3.4834 -6.7894 1.429 -0.281 -0.051
H -1.6725 2.4286 -3.4866 1.106 1.045 0.293
H -1.3467 1.7020 -5.2604 -0.217 0.674 1.882
H -2.4242 1.0254 -3.9642 -0.057 2.275 -1.593
C 1.4700 0.7639 6.8583 -2.523 -2.626 2.344
C 0.2174 -0.0143 6.4341 0.874 0.611 3.311
O -0.2950 0.5884 5.2586 1.990 -0.679 0.867
C -1.1052 -0.1616 4.5697 -2.340 -0.672 0.508
C -1.5826 0.5471 3.3916 -3.195 4.191 1.264
O -1.5535 -1.2278 4.9386 0.935 0.124 -0.188
H 1.1725 1.7154 6.7510 -0.413 3.862 -0.642
H 2.3202 0.5315 6.3201 1.974 -0.540 -0.620
H 1.4110 0.6283 7.9768 1.307 -0.163 -1.056
H 0.4480 -1.0959 6.6123 -0.809 0.609 -1.602
H -0.4604 0.2602 7.2757 -0.224 -0.526 -0.813
H -1.3752 1.7379 3.3330 0.045 -3.207 0.028
H -2.7315 0.4680 3.4567 1.721 -0.098 -0.452
H -1.2440 -0.0222 2.6197 0.753 -1.030 -2.933
C -4.4613 -2.4677 -1.8983 -3.950 1.393 0.195
C -4.3554 -2.5447 -0.4443 -1.593 -0.077 3.112
O -3.0019 -2.7900 -0.0211 -0.384 -0.685 -1.322
C -2.7057 -2.6645 1.2630 -0.575 0.806 0.957
C -1.3408 -3.2249 1.5043 -0.953 -0.447 1.442
O -3.4672 -2.2022 2.0924 0.833 -0.572 -0.719
H -4.3727 -3.4322 -2.2749 1.087 -1.476 -1.301
H -3.7852 -1.6647 -2.2188 -0.626 -0.431 -0.861
H -5.7221 -2.3422 -2.0758 3.687 0.508 0.193
H -4.6902 -1.6633 0.0879 0.182 0.754 -0.321
H -5.1076 -3.2588 0.0198 1.317 -0.040 -0.601
H -0.7680 -3.4263 0.6430 0.192 -0.814 -1.095
H -1.4920 -4.0286 2.2311 0.050 -0.664 -0.673
H -0.7223 -2.6385 2.1075 0.526 1.733 0.966
C 2.4343 1.3639 -3.3053 1.040 0.390 3.166
C 2.5352 1.2107 -4.7798 1.144 0.711 1.115
O 3.9254 1.1866 -5.0948 0.837 -0.533 -2.353
C 4.2162 1.2693 -6.4605 0.685 0.402 -0.250
C 5.6805 1.4291 -6.7342 -3.083 4.593 11.107
O 3.4582 1.2742 -7.3898 -1.313 -0.185 0.851
H 1.4146 1.4628 -2.9654 -0.620 0.315 -0.371
H 2.9700 2.4171 -3.0127 -0.804 -3.005 -0.037
H 2.6569 0.2844 -2.6244 0.387 3.399 -2.235
H 2.0316 0.3233 -4.9638 -0.741 -1.779 -1.388
H 2.1841 2.0391 -5.3441 -1.151 0.635 -0.228
H 5.9563 2.4848 -6.9907 -0.275 -0.425 1.508
H 6.0184 1.0586 -7.4688 3.475 -6.027 -10.329
H 6.1399 0.8776 -5.8625 0.414 1.533 -0.663
```
Positions in Å, forces in eV/Å.